1.
Formula: C3H5NaO2
Source: the Open Molecules 2025 dataset
Level of theory: the ωB97M-V functional and the def2-TZVPD basis

The calculation puts the energy above the lowest of the compared OMol25 structures with the same formula, charge and spin at 5.6 kcal/mol. Its gap between HOMO and LUMO is 0.235 Ha.

```
11
Properties=species:S:1:pos:R:3:forces:R:3
H -0.4320 -0.5401 2.0997 -0.3474 0.2897 -0.2380
C -2.0957 -0.5784 0.7768 0.2640 0.1177 0.0742
C -1.1191 0.0290 1.4587 -0.0311 -0.2543 -0.1059
O 1.3160 0.5800 -2.5801 0.5470 -0.0971 -0.0228
C 2.4444 0.7868 -2.1028 -0.8139 0.3580 -0.9150
O 2.4200 0.2980 -0.7633 -0.3435 -0.5110 1.3370
Na 0.2851 -0.6235 -1.0104 0.3453 0.3289 -0.0771
H -2.7805 -0.0143 0.1390 0.1681 -0.1705 0.2254
H -2.2555 -1.6573 0.8506 0.0294 0.3235 -0.0191
H -0.9714 1.1106 1.4102 -0.0325 -0.3374 0.0046
H 3.1888 0.6093 -0.2784 0.2146 -0.0475 -0.2632
```
Positions in Å, forces in eV/Å.

Atom charges from the natural (NBO) analysis, given in e for atoms 1 to 8: 0.2080, -0.4261, -0.4014, -0.8268, 0.3170, -0.8779, 0.8870, 0.2111


2.
Formula: C2H10NO2S
Source: the Open Molecules 2025 dataset
Level of theory: the ωB97M-V functional and the def2-TZVPD basis

Its expectation value of S² is 0.751. As for the spin multiplicity: 2. The total charge is -2. The calculation puts the energy above the lowest of the compared OMol25 structures with the same formula, charge and spin at 28.0 kcal/mol. Its gap between HOMO and LUMO (alpha / beta) is 0.045 / 0.177 Ha.

```
16
Properties=species:S:1:pos:R:3:forces:R:3
C 0.4376 0.2486 0.0328 0.0371 0.4605 -1.4104
C -0.4714 -0.9241 0.3862 0.9176 -0.5422 2.2708
S -1.0467 -0.7505 2.1593 0.1795 -0.0155 -0.1860
N 1.7501 0.1667 0.6958 -0.2982 -0.3103 0.3334
H 0.0407 1.2317 0.2628 -0.4936 -0.0271 0.2660
H 0.6732 0.2965 -1.0428 -0.1920 -0.1611 -0.1007
H 0.2845 -1.7225 0.4698 -0.4541 -0.3915 -0.4427
H -1.3293 -1.3099 -0.1563 0.1490 0.7482 -0.7875
H 2.2079 -0.6542 0.3169 0.1934 -0.0885 -0.2275
H 1.5031 -0.1450 1.6331 -0.0164 0.2339 0.4570
H 5.0017 0.7287 -1.2180 0.0859 -0.6035 0.1312
H 5.0603 0.0982 0.2570 -0.0716 -0.1877 -0.5456
O 4.8609 0.8692 -0.2806 0.1130 0.8481 0.3514
H -6.7443 1.1871 -1.4744 -0.3152 0.0229 0.4154
H -5.7812 0.1060 -1.2851 0.3780 -0.4603 0.0937
O -6.4471 0.5737 -0.7564 -0.2123 0.4741 -0.6184
```
Positions in Å, forces in eV/Å.

Atom charges from the natural (NBO) analysis, given in e for atoms 1 to 8: -0.2357, -0.5601, -0.7838, -0.8445, 0.1874, 0.1462, 0.1585, 0.2063


3.
Formula: C8H15F2I
Source: the Open Molecules 2025 dataset
Level of theory: the ωB97M-V functional and the def2-TZVPD basis

The calculation puts the energy above the lowest of the compared OMol25 structures with the same formula, charge and spin at 59.9 kcal/mol. Its gap between HOMO and LUMO (alpha / beta) is 0.315 / 0.281 Ha.

```
26
Properties=species:S:1:pos:R:3:forces:R:3
C 0.8137 0.8300 3.0976 0.4363 1.3877 -2.6051
C 1.6249 -1.0117 -1.7872 -1.5888 0.2984 -2.2782
C -0.5033 -0.4685 -3.0682 -1.6640 -2.2201 -1.1935
C -1.3109 1.4827 0.8254 1.1333 -0.2839 0.0777
C 0.7866 0.2644 1.6417 -0.0591 -0.1190 -1.3933
C 0.4321 -0.1429 -2.0186 0.3638 -3.2484 0.0881
C -0.6943 0.0935 1.2162 -1.5743 0.4605 0.2784
C -0.9013 -0.9602 0.1303 0.8309 0.7582 -1.1373
F -1.4526 -0.3083 2.4001 0.7057 -0.1286 -0.7933
F -0.2550 -2.1574 0.3160 -0.7583 0.8169 0.1748
I -2.8969 -1.1413 -0.6160 0.6334 -0.2389 0.6117
H 1.8051 1.1233 3.3669 0.7553 0.1244 0.1707
H 0.5610 -0.0444 3.5886 -0.8987 -1.0075 1.9512
H 0.1638 1.7177 3.2314 0.1107 -0.8698 0.1389
H 2.1032 -0.8096 -0.8978 1.2613 0.5868 1.7897
H 1.0919 -1.9126 -1.6834 0.2324 -2.0825 0.0945
H 2.3008 -1.0525 -2.6599 -0.2020 -0.0118 0.3708
H -1.3154 -1.2208 -2.6185 1.6197 1.1361 -1.2814
H -1.0958 0.3110 -3.4946 -0.4502 1.0615 0.4003
H -0.0807 -0.8936 -4.0324 0.0228 -0.1823 1.4228
H -0.6323 2.1747 1.3675 -0.7288 0.0925 -0.5513
H -2.3655 1.7068 1.1170 0.9090 -0.6995 -0.2888
H -1.1419 1.5875 -0.2635 -0.3202 0.2919 0.5531
H 1.1510 -0.7986 1.6975 0.3358 1.1835 -0.2963
H 1.3159 0.8766 0.7561 -0.9695 -1.3443 2.1857
H 0.4958 0.7541 -1.6124 -0.1364 4.2384 1.5101
```
Positions in Å, forces in eV/Å.

Atom charges from the natural (NBO) analysis, given in e for atoms 1 to 8: -0.6024, -0.6741, -0.7202, -0.6466, -0.4299, 0.0205, 0.2121, 0.1907


4.
Formula: C3H3Cl2N3
Source: the Open Molecules 2025 dataset
Level of theory: the ωB97M-V functional and the def2-TZVPD basis

The calculation puts the energy above the lowest of the compared OMol25 structures with the same formula, charge and spin at 80.4 kcal/mol. Its gap between HOMO and LUMO is 0.363 Ha.

```
11
Properties=species:S:1:pos:R:3:forces:R:3
C -1.6492 -0.8234 0.6136 -1.2874 0.0528 0.5625
C -1.0194 0.2721 0.1380 1.8224 -2.9863 0.6825
C 1.3340 0.6421 -0.5048 -0.5996 3.1844 -2.7466
N -0.7095 -1.8369 0.7609 -1.8801 -0.1217 -0.0589
N 0.4056 -1.4525 0.3534 1.3081 1.3681 -0.0168
N 0.2821 -0.1064 0.0010 -0.7780 -1.6254 0.0383
Cl 2.6956 -0.2682 -0.9987 0.2429 -0.3805 -0.2637
Cl 1.9146 1.8777 0.7648 -0.6808 -0.5782 -1.0869
H -2.7403 -0.8734 0.8588 1.4631 -0.4078 -0.1769
H -1.2750 1.1921 -0.1559 -1.2758 3.2180 -0.8114
H 0.7615 1.3769 -1.8310 1.6651 -1.7234 3.8779
```
Positions in Å, forces in eV/Å.

Atom charges from the natural (NBO) analysis, given in e for atoms 1 to 8: -0.1255, -0.0395, -0.0247, -0.1910, -0.0091, -0.3198, 0.0897, -0.0435


5.
Formula: CH5N3S
Source: the Open Molecules 2025 dataset
Level of theory: the ωB97M-V functional and the def2-TZVPD basis

The calculation puts the energy above the lowest of the compared OMol25 structures with the same formula, charge and spin at 55.0 kcal/mol. Its gap between HOMO and LUMO is 0.330 Ha. As for the SMILES: N/N=C\NS.

```
10
Properties=species:S:1:pos:R:3:forces:R:3
C 0.2605 1.0539 -0.3224 -0.6871 -0.5574 -0.3356
H 0.7533 -1.2810 0.8624 0.8653 0.1822 -1.2306
H 2.2887 -1.3590 -0.0514 -3.1305 0.1197 0.3000
H 0.3634 2.1814 -0.6449 0.3543 -2.5740 0.4352
H -1.7417 1.6289 0.3906 1.4715 -1.6199 -0.5478
H -1.3492 -1.3767 0.5431 -0.2231 -0.7508 0.1933
N 1.2044 -1.1602 -0.0842 1.9058 0.0188 0.9184
N 1.1951 0.1566 -0.5212 -1.5235 3.2224 0.4544
N -1.0898 0.8003 0.2437 0.5524 0.3486 -0.7251
S -1.8848 -0.6442 -0.4158 0.4149 1.6103 0.5379
```
Positions in Å, forces in eV/Å.

Atom charges from the natural (NBO) analysis, given in e for atoms 1 to 8: 0.1835, 0.3438, 0.3775, 0.1879, 0.4049, 0.0932, -0.6466, -0.3026


6.
Formula: C5H10AlO2
Source: the Open Molecules 2025 dataset
Level of theory: the ωB97M-V functional and the def2-TZVPD basis

The total charge is -1. Its gap between HOMO and LUMO is 0.300 Ha.

```
18
Properties=species:S:1:pos:R:3:forces:R:3
C 0.4862 0.9269 -2.3041 -2.0683 -2.7191 1.4904
C -0.2634 -0.2660 -1.8061 1.1682 2.6779 -1.4291
C -1.5959 -0.2436 -0.8509 1.2376 -0.0864 -0.9439
Al -1.0423 -1.1965 0.9264 1.5060 1.5864 1.8875
O -0.8059 0.1717 2.2538 1.9159 -0.3129 -2.0755
C 0.4407 0.8034 1.7099 -1.5915 -0.4411 0.4247
C 1.4951 -0.3417 1.1038 -0.3952 0.5027 -0.3309
O 0.7971 -1.6640 1.1263 0.3135 2.6347 -0.8058
H 0.2499 1.9661 -1.7743 0.4326 -2.2823 -1.6319
H 1.2975 0.8522 -3.1759 -1.7060 0.0809 2.4775
H 0.1935 -1.3274 -2.1056 -1.3399 2.3913 0.4606
H -2.4925 -0.9067 -1.2727 2.0070 1.5722 0.4707
H -1.9322 0.8625 -0.6226 0.5952 -2.2066 -0.6486
H -2.1285 -2.2029 1.5150 -0.0036 -0.3431 -0.2470
H -0.0368 1.5144 0.8812 1.8988 -0.8990 1.5654
H 0.9793 1.3112 2.6242 -1.0358 -0.4203 -2.0081
H 2.4610 -0.2080 1.7532 -1.7091 -1.1068 -0.7130
H 1.8974 -0.0517 0.0182 -1.2256 -0.6286 2.0570
```
Positions in Å, forces in eV/Å.

Atom charges from the natural (NBO) analysis, given in e for atoms 1 to 8: -0.5521, -0.1525, -1.0339, 1.6926, -0.9633, -0.1345, -0.1150, -0.9542